The following is a DFT calculation (ωB97M-V/def2-TZVPD) of C26H50NOP3Ru as an isolated structure at a distorted geometry.

Computed properties:
⟨S²⟩: 8.848
Calculated total energy, eV: -61726.1778
LUMO (spin up / spin down), eV: -8.0 / -11.8
Spin multiplicity: 6
Gap between HOMO and LUMO (spin up / spin down), Ha: 0.21094 / 0.12292
Relative energy (zero: lowest compared OMol25 entry of this formula, charge and spin), kJ/mol: 107.6
Net charge: +3
E_HOMO (spin up / spin down), Eh: -0.5032 / -0.5548

```
82
Properties=species:S:1:pos:R:3:forces:R:3
Ru -0.081 -0.515 0.690 -1.85 0.97 -1.28
P 0.047 1.363 2.095 0.33 2.39 2.20
P 1.449 -1.756 1.758 2.29 -2.43 1.00
P -1.925 -1.533 1.683 -1.40 -1.80 0.14
H -5.697 0.227 -7.270 -0.15 0.06 0.02
C -6.495 0.411 -6.555 0.12 0.15 0.21
C -6.828 1.643 -6.177 0.17 -0.19 0.09
H -6.316 2.519 -6.568 -0.10 -0.13 -0.02
C 1.035 2.842 1.583 -0.13 -0.30 -0.28
C 0.731 1.192 3.807 -0.10 -0.30 -0.31
C -1.570 2.159 2.467 0.02 -0.33 -0.54
C 1.678 -3.465 1.099 -0.31 0.36 -0.30
C 3.225 -1.233 1.836 -0.31 0.40 -0.53
C 1.263 -2.133 3.564 -0.52 0.42 -0.01
C -3.566 -0.888 1.149 0.34 0.49 -0.10
C -2.201 -1.641 3.509 0.68 0.40 -0.07
C -2.125 -3.308 1.244 0.34 0.30 -0.19
H -7.008 -0.465 -6.164 -0.05 0.11 -0.09
H -7.626 1.826 -5.463 0.04 -0.05 -0.15
H 0.818 3.095 0.543 -0.13 0.07 0.14
H 2.103 2.622 1.660 -0.28 0.03 0.17
H 0.808 3.708 2.216 -0.04 -0.26 -0.02
H 1.759 0.822 3.754 -0.08 0.04 0.09
H 0.137 0.471 4.375 0.11 0.11 0.01
H 0.726 2.151 4.337 -0.07 -0.14 -0.22
H -2.002 2.538 1.536 0.06 -0.01 0.12
H -1.463 2.982 3.181 0.07 -0.26 -0.08
H -2.248 1.394 2.851 -0.03 0.17 0.15
H 2.487 -4.000 1.609 -0.14 0.25 -0.01
H 1.894 -3.397 0.029 0.04 -0.07 0.09
H 0.747 -4.027 1.215 0.13 0.07 -0.01
H 3.807 -1.929 2.451 -0.25 0.09 -0.09
H 3.289 -0.235 2.278 0.02 -0.06 0.16
H 3.661 -1.198 0.835 -0.06 -0.07 0.00
H 1.351 -3.209 3.751 -0.01 0.22 -0.19
H 0.297 -1.785 3.932 0.21 -0.14 0.11
H 2.047 -1.616 4.123 -0.16 -0.08 -0.07
H -4.348 -1.242 1.829 0.30 -0.07 -0.13
H -3.775 -1.234 0.135 -0.04 -0.05 0.12
H -3.562 0.204 1.136 -0.15 -0.15 0.10
H -3.270 -1.756 3.720 0.22 0.04 -0.21
H -1.837 -0.738 4.006 -0.15 -0.08 0.12
H -1.673 -2.505 3.921 -0.09 0.14 -0.08
H -3.145 -3.655 1.440 0.21 0.13 0.09
H -1.414 -3.908 1.817 -0.14 -0.01 -0.04
H -1.894 -3.423 0.182 -0.13 -0.08 0.11
C -2.400 0.229 -1.321 1.11 0.94 1.14
C -2.185 -0.911 -2.133 -0.20 -0.98 -1.01
C -3.043 -1.216 -3.189 1.36 -0.46 0.85
C -4.145 -0.410 -3.481 -0.12 0.18 0.05
C -4.372 0.721 -2.689 0.18 0.84 0.95
C -3.524 1.038 -1.634 -1.17 0.51 -0.73
O -1.628 0.596 -0.311 -0.56 -0.99 -1.83
H -0.205 -1.795 -0.331 0.01 -0.08 1.03
H -1.336 -1.546 -1.898 -0.21 0.07 -0.18
H -2.844 -2.101 -3.791 -0.04 0.18 0.13
H -4.811 -0.655 -4.303 0.05 0.10 0.09
H -5.224 1.365 -2.897 0.18 -0.13 0.01
H -3.701 1.921 -1.025 -0.01 -0.13 -0.13
C 5.427 1.161 0.054 1.34 -1.34 -0.31
N 4.261 1.957 0.487 0.01 0.25 0.69
C 4.748 3.244 1.028 0.49 1.61 1.00
C 3.303 2.195 -0.622 -0.90 -0.09 -2.18
C 2.750 0.931 -1.309 3.30 2.96 -0.57
C 3.511 0.727 -2.503 -0.52 -0.58 0.16
C 3.307 -0.318 -3.365 3.58 3.28 -1.03
C 2.328 -1.219 -3.090 -3.98 -2.79 1.98
C 1.545 -1.080 -1.957 0.16 -0.39 -0.77
C 1.651 -0.030 -0.974 -0.20 -2.12 -1.75
H 5.985 1.677 -0.758 -0.57 -0.17 0.62
H 5.118 0.161 -0.312 0.01 0.75 0.15
H 6.119 0.990 0.907 -0.58 0.35 -0.49
H 3.789 1.450 1.251 0.21 0.13 -0.38
H 5.318 3.814 0.261 -0.43 -0.64 0.39
H 3.909 3.884 1.373 0.38 -0.53 -0.33
H 5.412 3.072 1.904 -0.42 -0.05 -0.70
H 2.533 2.922 -0.426 -0.28 -0.10 1.21
H 3.853 2.827 -1.359 0.07 -1.02 0.30
H 4.320 1.388 -2.795 -0.21 0.29 0.46
H 3.920 -0.429 -4.251 0.02 0.14 0.05
H 2.168 -2.051 -3.766 -0.23 -0.05 0.27
H 0.850 -1.883 -1.925 -0.66 -0.28 0.64
```
Positions in Å, forces in eV/Å.